The following is a quantum chemistry calculation of a molecular structure, C29H47Cl2OPSm in a non-equilibrium geometry, from OMol25.

net charge: -1
HOMO level (spin up / spin down): -1.658 / -1.746 eV
Kohn-Sham gap (spin up / spin down): 3.94 / 4.03 eV
2S+1: 6
ΔE to the lowest compared entry with this formula, charge and spin: 0.0 kcal per mole

```
81
C29H47Cl2OPSm, DFT ωB97M-V/def2-TZVPD
P 0.1105 -0.7110 -0.9035
C 1.6689 -0.1012 -1.8238
C 1.9416 -0.5692 -3.2589
C 3.3388 -0.1286 -3.7296
C 3.6150 1.3680 -3.5199
C 3.2127 1.8623 -2.1266
C 1.7929 1.4249 -1.7442
C -1.3230 0.1498 -1.8056
C -1.2259 0.2730 -3.3269
C -2.5316 0.8297 -3.9191
C -2.9507 2.1537 -3.2685
C -2.9163 2.1146 -1.7353
C -1.6222 1.5147 -1.1645
C -0.0568 -2.4110 -1.6645
C 1.1361 -3.2966 -1.2699
C 1.0487 -4.6670 -1.9608
C -0.2912 -5.3767 -1.7262
C -1.4958 -4.4744 -2.0100
C -1.3964 -3.0934 -1.3504
H 2.4489 -0.5291 -1.1682
H 1.1935 -0.1354 -3.9396
H 1.8634 -1.6592 -3.3612
H 3.4561 -0.3855 -4.7927
H 4.0928 -0.7138 -3.1839
H 4.6824 1.5607 -3.6848
H 3.0707 1.9432 -4.2807
H 3.9118 1.4622 -1.3796
H 3.2867 2.9544 -2.0806
H 1.5625 1.7835 -0.7341
H 1.0769 1.8940 -2.4403
H -2.1742 -0.5122 -1.5746
H -3.3293 0.0851 -3.7903
H -0.9990 -0.6921 -3.8034
H -0.4125 0.9649 -3.5881
H -2.4027 0.9673 -5.0021
H -3.9584 2.4172 -3.6073
H -2.2818 2.9499 -3.6249
H -3.0562 3.1265 -1.3390
H -3.7655 1.5169 -1.3768
H -1.7226 1.4064 -0.0728
H -0.7836 2.2040 -1.3454
H -0.0285 -2.2571 -2.7560
H 2.0948 -2.8250 -1.5397
H 1.1473 -3.4251 -0.1759
H 1.1880 -4.5243 -3.0423
H 1.8732 -5.3005 -1.6145
H -0.3374 -5.7370 -0.6890
H -0.3466 -6.2640 -2.3676
H -2.4156 -4.9665 -1.6753
H -1.5878 -4.3351 -3.0954
H -2.2402 -2.4819 -1.6993
H -1.5095 -3.1739 -0.2611
Sm 0.1774 -0.3626 2.4078
Cl -2.0395 -1.3109 1.5363
Cl 2.6409 -0.0484 1.6895
C -0.5394 1.6342 3.3926
H -1.0716 1.5253 4.3521
C -0.5348 2.9897 3.0142
C -1.1980 3.9620 3.8433
C -1.2436 5.2976 3.4848
C -0.6461 5.7380 2.2952
C 0.0287 4.8153 1.4660
C 0.1246 3.4789 1.8222
H -1.6569 3.6164 4.7685
H -1.7383 6.0203 4.1411
H 0.5091 5.1541 0.5450
H 0.7205 2.7576 1.2474
H -0.6803 6.7894 2.0098
C -0.6700 -1.2747 6.8836
C 0.8751 -1.2803 6.8922
C 1.3317 -1.1154 5.4393
O 0.1255 -0.9965 4.6163
C -1.0887 -1.2839 5.4081
H -1.0812 -2.1525 7.3810
H -1.0611 -0.3802 7.3866
H 1.2453 -2.2340 7.2747
H 1.2858 -0.4893 7.5186
H 1.9408 -0.2178 5.2574
H 1.8731 -2.0044 5.0828
H -1.4402 -2.2768 5.0970
H -1.8416 -0.5312 5.1411
```